{
  "formula": "C2H6ClNO2S",
  "method": "wB97M-V/def2-TZVPD",
  "largest_force_ev_per_a": 5.7,
  "orbital_gap_ha": 0.3336,
  "relative_energy_ev": 1.328,
  "smiles": "CN(C)S(=O)(=O)Cl",
  "e_tot_ev": -31112.039,
  "elements": ["C", "N", "C", "S", "O", "O", "Cl", "H", "H", "H", "H", "H", "H"],
  "positions_angstrom": [[0.4878, -0.8109, 1.3679], [0.7558, 0.5304, 0.7106], [0.1999, 1.7881, 1.3597], [0.8366, 0.5892, -1.0683], [0.8997, -0.8485, -1.3859], [-0.3220, 1.2914, -1.6195], [2.6395, 1.5059, -1.4030], [1.0453, -1.5069, 0.7475], [-0.5646, -1.0602, 1.3959], [0.7546, -0.9945, 2.4010], [-0.7301, 2.0701, 0.8041], [-0.1072, 1.7118, 2.4244], [0.9840, 2.6134, 1.1449]]
}